[1]
The following is a DFT calculation (ωB97M-V with the def2-TZVPD basis set) of C48H35Cl4N6Rb as an isolated structure.

```
94
Properties=species:S:1:pos:R:3:forces:R:3
Rb -0.12458 -1.33517 -0.18580 0.015 -0.402 -0.672
Cl -8.71292 3.13990 -0.87054 0.007 0.006 0.004
C -7.10723 2.50305 -0.65773 -0.024 -0.015 -0.019
C -6.71242 1.39808 -1.39224 0.013 0.006 0.016
C -5.43147 0.89502 -1.21923 0.016 0.047 -0.094
C -4.54028 1.48091 -0.32407 0.001 -0.038 -0.025
C -4.96748 2.59223 0.40139 -0.002 -0.103 -0.009
C -6.24414 3.10830 0.23852 0.006 0.026 0.024
C -3.15494 0.96081 -0.11237 0.035 -0.066 -0.121
C -2.11389 1.70011 -0.62520 -0.161 -0.033 -0.079
C -2.29910 2.89939 -1.44981 0.013 -0.017 0.038
C -1.07399 3.30055 -1.83560 0.019 -0.019 -0.008
C -0.10621 2.36377 -1.21428 -0.004 0.013 -0.031
C 1.30470 2.46186 -1.32525 -0.079 -0.002 0.035
C 1.90007 3.59455 -2.08001 0.056 0.011 -0.036
C 2.95576 3.36366 -2.97102 -0.020 0.015 0.004
C 3.54377 4.38565 -3.70142 0.013 -0.022 -0.020
C 3.07553 5.67897 -3.55008 -0.024 -0.019 0.029
Cl 3.78820 6.96750 -4.47290 0.005 0.011 -0.007
C 2.05693 5.95513 -2.65243 0.004 0.000 -0.002
C 1.49009 4.92277 -1.92159 -0.002 0.022 0.020
C 2.21391 1.66498 -0.54627 -0.013 -0.016 -0.068
N 1.95916 0.48305 -0.00034 -0.029 0.014 0.232
C 3.03485 0.17399 0.82327 0.007 -0.078 -0.012
C 3.14438 -0.91557 1.65884 0.001 -0.086 -0.063
C 4.47588 -1.25589 2.22010 -0.011 -0.013 0.050
C 4.59757 -1.57538 3.57429 -0.002 -0.004 -0.017
C 5.82386 -1.90334 4.12621 0.012 0.004 -0.003
C 6.94479 -1.93009 3.31147 -0.012 -0.006 0.006
Cl 8.48844 -2.35137 3.99337 0.004 -0.001 0.002
C 6.85439 -1.63747 1.96206 0.030 0.003 -0.009
C 5.62070 -1.30392 1.42528 -0.048 0.012 -0.013
C 2.07420 -1.82178 2.04847 -0.067 0.136 0.009
C 2.22293 -3.23977 2.21623 -0.052 0.044 -0.014
C 0.98076 -3.71253 2.53733 -0.039 -0.052 0.022
C 0.09607 -2.56944 2.57286 -0.093 0.263 0.075
N 0.80775 -1.44430 2.26352 -0.066 0.108 0.071
C -1.33595 -2.63395 2.69050 0.124 -0.137 0.257
C -2.26592 -1.85567 1.92890 0.050 0.211 -0.051
C -3.43549 -2.39896 1.27738 0.034 -0.094 0.063
C -3.92605 -1.42202 0.45835 0.038 -0.033 0.021
C -3.04358 -0.29792 0.61287 -0.018 0.142 0.195
N -2.07003 -0.57015 1.48900 0.208 -0.159 0.005
C -1.88773 -3.64867 3.64120 -0.084 -0.013 -0.007
C -1.06050 -4.35780 4.52808 0.017 0.009 -0.003
C -1.55979 -5.27076 5.44039 -0.018 -0.010 0.003
C -2.92514 -5.47158 5.52808 0.027 0.031 -0.030
Cl -3.56320 -6.61401 6.66631 -0.006 -0.014 0.014
C -3.78476 -4.71478 4.75249 -0.013 -0.005 0.001
C -3.26842 -3.80457 3.84788 -0.034 -0.005 0.006
C 4.03675 1.23178 0.70975 0.006 0.023 -0.029
C 3.53568 2.15236 -0.13378 0.050 -0.019 0.026
N -0.77106 1.39867 -0.56987 0.010 -0.175 0.146
H -7.39996 0.94522 -2.09339 0.008 -0.008 -0.003
H -5.11344 0.04661 -1.81334 -0.006 0.000 0.026
H -4.28222 3.04694 1.10557 -0.028 0.026 0.011
H -6.57105 3.97012 0.80399 0.005 -0.001 0.001
H -3.24654 3.35775 -1.68749 0.013 0.035 -0.006
H -0.84182 4.15234 -2.45527 -0.018 0.009 0.006
H 3.35267 2.35863 -3.06219 -0.002 -0.002 -0.001
H 4.36243 4.18337 -4.37916 -0.003 0.002 0.003
H 1.72623 6.97532 -2.51206 0.000 -0.001 0.002
H 0.72957 5.15706 -1.18856 0.005 -0.008 0.002
H 3.71411 -1.55324 4.19965 0.006 0.001 0.005
H 5.91702 -2.13627 5.17789 -0.008 0.001 0.001
H 7.73872 -1.68144 1.34129 -0.004 0.003 -0.005
H 5.53410 -1.09213 0.36716 0.016 0.001 0.002
H 3.12233 -3.81697 2.06423 0.009 0.016 -0.004
H 0.70478 -4.74861 2.64938 -0.026 0.003 0.003
H -3.79361 -3.41454 1.33250 0.014 0.012 -0.002
H -4.77112 -1.52280 -0.20372 -0.004 0.077 0.019
H -0.00140 -4.16853 4.55037 0.020 0.015 -0.024
H -0.88964 -5.80271 6.10152 -0.003 0.001 0.000
H -4.85444 -4.81327 4.87638 0.003 0.001 0.001
H -3.97103 -3.17517 3.32915 0.026 -0.006 0.021
H 4.95159 1.28821 1.27707 0.009 0.019 -0.009
H 3.97147 3.10310 -0.39835 -0.006 -0.001 0.003
N 0.15051 1.17984 -4.01734 0.023 0.012 -0.117
C -1.17016 0.50531 -4.22664 -0.046 -0.082 0.017
C -1.25870 -0.70812 -3.30181 0.032 0.234 0.020
N -0.11603 -1.60962 -3.37006 0.034 0.113 -0.033
C 1.15540 -0.90308 -3.28235 0.085 0.133 0.036
C 1.28657 0.24513 -4.27352 0.048 -0.046 0.031
H 0.24662 1.53151 -3.03628 -0.027 0.013 0.079
H 0.22439 2.00879 -4.60570 0.004 0.014 0.013
H -1.21961 0.23296 -5.28230 -0.001 -0.007 0.001
H -1.95404 1.22319 -3.98967 0.023 0.032 -0.003
H -2.17686 -1.25817 -3.50144 -0.002 0.015 -0.055
H -1.34002 -0.30061 -2.29206 -0.036 -0.018 0.058
H -0.14882 -2.17854 -4.20741 -0.024 -0.040 0.029
H 1.97923 -1.60320 -3.41383 -0.015 -0.012 -0.048
H 1.27709 -0.45996 -2.28561 -0.003 -0.069 0.002
H 1.22385 -0.08089 -5.31271 -0.019 -0.008 -0.001
H 2.21097 0.79628 -4.11651 -0.001 0.023 -0.014
```
Positions in Å, forces in eV/Å.

total charge	0
HOMO-LUMO gap	5.33	eV
E_tot	-110028.131	eV
HOMO	-6.2	eV
relative energy (zero: lowest compared OMol25 entry of this formula, charge and spin)	5.2	kcal/mol
largest force on an atom	0.78	eV/A

***

[2]
The following is a DFT calculation (ωB97M-V with the def2-TZVPD basis set) of an isolated ion of composition C3H6N3O and charge +1 in a non-equilibrium geometry.

```
13
Properties=species:S:1:pos:R:3:forces:R:3
C -0.46359 1.78394 -0.09219 0.236 -0.273 0.220
C 0.60181 1.36725 -0.80827 -1.251 0.724 -0.533
N 1.54692 0.48388 -0.49661 1.721 -0.938 0.262
N 1.42373 -0.66604 0.00446 0.397 0.926 -0.072
C 0.30113 -1.42392 0.25369 -1.910 -1.323 0.361
N -0.83095 -0.89061 0.52833 0.289 0.971 0.198
O -1.87406 -1.72275 0.61359 0.339 -0.594 -0.126
H -0.62186 1.47990 0.92924 -0.052 -0.126 -0.026
H -1.09308 2.56867 -0.47650 -0.012 0.172 -0.146
H 0.88101 1.90244 -1.71493 -0.033 0.060 0.129
H 2.31734 -1.16126 0.10576 -0.281 0.197 -0.101
H 0.44728 -2.50208 0.19695 0.072 0.111 -0.026
H -2.63567 -1.21944 0.95648 0.485 0.093 -0.140
```
Positions in Å, forces in eV/Å.

total charge	+1
HOMO-LUMO gap	8.23	eV
E_tot	-9714.481	eV
HOMO	-14.7	eV
SMILES	C=C/N=[NH+]\C=N\O
relative energy (zero: lowest compared OMol25 entry of this formula, charge and spin)	98.0	kcal/mol
largest force on an atom	2.35	eV/A

***

[3]
The following is a DFT calculation (ωB97M-V with the def2-TZVPD basis set) of C8H32BeN16O8 as an isolated structure in a non-equilibrium geometry.

```
65
Properties=species:S:1:pos:R:3:forces:R:3
Be 0.43020 18.51964 3.35685 -0.455 -0.986 -0.668
C 4.16363 19.67732 3.25156 -0.279 -0.022 0.404
O 3.08949 19.06276 3.30084 -0.666 -0.473 0.326
N 4.42433 20.65797 2.43892 0.462 2.347 -1.800
N 5.23884 19.44983 4.00792 -0.094 -2.438 2.240
H 3.75023 21.07355 1.81204 0.352 -0.197 0.300
H 5.30688 21.08107 2.68829 -0.348 0.746 -1.110
H 6.13661 19.91248 4.01530 -0.330 -0.060 -0.270
H 5.11795 18.64603 4.60741 0.483 0.181 0.160
C 1.02360 21.64158 2.39005 1.182 1.284 -1.297
O 0.20877 20.75344 2.34705 -1.401 -3.287 1.226
N 1.22884 22.55922 3.29434 -0.816 1.172 3.568
N 1.80821 21.99947 1.40052 1.404 -1.312 -3.360
H 1.55572 23.39942 2.83902 -0.409 0.588 1.491
H 0.64536 22.53186 4.11830 0.059 0.845 -0.142
H 2.46014 22.75212 1.56960 -0.001 -0.274 -0.844
H 1.82820 21.43328 0.56439 0.068 0.366 -0.235
C -1.30602 15.16735 2.98701 -2.464 3.371 -0.896
O -1.14075 16.35685 3.28477 0.854 1.358 0.348
N -0.64433 14.14696 3.35246 4.787 -3.397 3.352
N -2.29109 14.73853 2.24301 -2.803 -0.806 -2.046
H -1.11008 13.25777 3.46433 0.400 0.110 0.012
H 0.10682 14.33639 4.00053 -0.012 -0.264 -0.066
H -2.30756 13.72885 2.22371 -0.882 0.370 -0.855
H -3.09058 15.25048 1.89831 0.354 0.101 0.282
C -2.30750 19.10620 5.11080 -2.381 -2.961 2.910
O -1.67797 19.47567 4.19064 5.357 2.877 -5.745
N -2.37214 17.84128 5.40088 -0.500 -2.550 1.584
N -3.01485 19.89592 5.88251 -1.227 2.491 1.523
H -2.94749 17.55138 6.17871 0.237 -0.348 -0.257
H -1.84523 17.16543 4.86638 -0.043 -0.155 -0.206
H -3.10206 20.86566 5.61399 -0.454 -0.321 0.105
H -3.59780 19.54562 6.62920 -0.006 0.196 -0.266
C 2.72401 15.89328 2.23101 -0.215 0.362 -0.412
O 1.71535 16.21016 2.87749 -0.235 -0.199 0.894
N 3.55363 16.77175 1.71026 1.322 2.230 -0.812
N 3.10152 14.66921 1.87066 -0.646 -2.346 0.589
H 4.33658 16.45560 1.15606 -0.096 0.359 0.230
H 3.47957 17.73513 2.00442 -0.048 -0.099 -0.089
H 4.01620 14.51647 1.47050 -0.303 -0.174 0.181
H 2.62740 13.87778 2.28169 0.110 0.016 -0.297
C 1.70648 16.79669 6.32955 -1.771 0.862 0.766
O 0.97423 17.53470 5.65055 -0.508 1.250 -1.716
N 2.14584 15.62070 5.91109 0.613 -1.263 -2.210
N 1.89707 17.05990 7.61989 2.281 -0.866 1.710
H 2.04970 15.49504 4.91356 -0.128 0.212 -0.288
H 2.76305 14.92548 6.30582 -0.158 0.573 0.822
H 2.71295 16.54199 7.91351 -0.172 -0.017 0.847
H 1.69943 17.81999 8.25495 -0.538 0.228 -1.008
C 0.59009 20.98284 5.99733 -0.086 1.961 0.965
O 1.08713 20.36097 5.09305 1.615 -3.432 -3.889
N 1.21369 21.40511 7.02006 4.023 -0.268 5.427
N -0.48422 21.66783 5.93651 -6.697 1.384 -2.567
H 2.09622 21.04798 7.35727 0.057 -0.144 -0.284
H 0.62349 21.78895 7.74423 0.553 0.159 0.200
H -1.16264 21.44222 5.22310 0.218 -0.324 -0.451
H -0.98868 21.97494 6.75584 0.497 0.207 0.157
C 0.39810 17.34121 -0.08844 1.649 2.113 0.404
O 0.54589 17.97177 0.94113 0.043 1.680 4.454
N -0.72479 17.14049 -0.64411 -5.597 -1.215 -1.374
N 1.42290 17.14776 -0.85585 3.337 -1.686 -2.310
H -0.86582 16.71793 -1.55055 0.199 0.087 0.215
H -1.55018 17.52261 -0.20499 0.143 -0.218 -0.005
H 1.28551 16.61048 -1.69998 0.457 0.146 0.034
H 2.36440 17.26877 -0.51084 -0.342 -0.133 0.045
```
Positions in Å, forces in eV/Å.

total charge	+3
HOMO-LUMO gap (alpha / beta)	8.28 / 3.31	eV
E_tot	-49415.296	eV
HOMO (alpha / beta)	-17.0 / -17.0	eV
relative energy (zero: lowest compared OMol25 entry of this formula, charge and spin)	0.0	kcal/mol
2S+1	2
largest force on an atom	8.37	eV/A

***

[4]
The following is a DFT calculation (ωB97M-V with the def2-TZVPD basis set) of one molecule with the formula C2H4N6 in a non-equilibrium geometry.

```
12
Properties=species:S:1:pos:R:3:forces:R:3
H 2.33053 -1.11558 -0.13154 -0.105 -0.227 0.248
N 2.36600 -0.10533 -0.21100 -1.984 0.864 -0.060
C 1.22322 0.47536 -0.07681 2.163 1.327 -0.427
N -0.02500 -0.05442 0.29797 1.695 -0.546 -0.735
N -0.20354 -1.42465 0.00187 -0.003 0.980 0.050
N -1.51317 -1.59035 -0.14984 -1.782 0.514 -0.139
N -2.15323 -0.49138 -0.21102 0.751 -1.255 -0.347
C -1.22603 0.56148 -0.03914 -0.717 2.553 0.838
N -1.51575 1.82249 -0.04496 -0.098 -2.407 -0.440
H -0.70841 2.38217 0.17589 0.297 0.238 0.143
H 1.22959 1.60816 -0.27297 -0.353 -1.763 0.549
H 0.19579 -2.06795 0.66156 0.137 -0.279 0.320
```
Positions in Å, forces in eV/Å.

total charge	0
HOMO-LUMO gap	9.22	eV
E_tot	-11076.277	eV
HOMO	-9.7	eV
SMILES	[H]/N=C\n1[nH]nn/c1=N/[H]
relative energy (zero: lowest compared OMol25 entry of this formula, charge and spin)	44.7	kcal/mol
largest force on an atom	2.78	eV/A